This record from OMol25 describes an isolated molecule of C22H24N2O6S in a non-equilibrium geometry. The level of theory is ωB97M-V/def2-TZVPD.

Results
Relative energy (zero: lowest compared OMol25 entry of this formula, charge and spin) ... 1.741 eV
SMILES string ... COc1ccc(CNC(=O)CS(=O)(=O)Cc2nc(-c3ccc(OC)cc3)oc2C)cc1
Frontier orbital gap ... 0.3112 Ha
LUMO energy ... 0.56 eV
E_HOMO ... -0.2906 Ha

ORCA input file:
```
! RIJCOSX wB97M-V def2-TZVPD def2/J DEFGRID3
* xyz 0 1
O -1.1624 2.3856 -6.9642
H 2.9074 -1.5780 2.1418
C -0.5200 -1.2622 1.1433
H -1.1432 -1.7125 1.9097
S 0.8379 -2.4448 0.8033
H 0.8316 2.9418 -7.1300
O -1.1191 2.2115 5.5520
C -0.0428 1.6894 4.8998
H -2.8071 1.9603 6.5908
H -3.9253 -3.0820 -0.8296
C 1.9681 2.1898 3.6733
O -2.4926 -1.2947 -1.9124
C -1.5363 -0.3602 -2.1156
H -2.5264 0.6963 5.3688
C -0.1761 3.3634 -7.1966
C -3.1307 -2.8573 -0.1238
C 2.0514 -1.5108 -0.1845
H -2.8815 0.6379 -6.4151
H -0.3502 3.7209 -8.2103
C -1.2205 -1.0791 -0.1370
C -2.2033 0.8090 -5.5942
H -0.2682 4.2000 -6.4970
C 2.5914 -0.3187 0.5913
H -0.0527 -0.3469 1.4954
N 3.1240 -0.6548 1.7837
C -0.4240 1.2999 -3.5297
H 2.8345 -2.2202 -0.4406
N -0.7567 -0.2085 -1.0826
H 0.2579 1.4768 -2.7130
H -2.5168 -3.7458 0.0217
C -0.3006 1.9972 -4.7144
C -2.2871 -1.7622 -0.6586
O 2.5668 0.8077 0.1463
H -1.5896 0.6961 6.8907
H 1.5310 -1.1691 -1.0754
H -3.5671 -2.5769 0.8334
O 0.3174 -3.5204 0.0053
H -0.4522 -0.4128 5.1459
C 2.2368 0.8345 3.5203
H 1.5242 -1.1431 3.9468
C -2.3251 0.1152 -4.4134
H 2.6421 2.9188 3.2493
C -1.4343 0.3541 -3.3644
H 0.6359 3.6648 4.4800
H 0.4903 2.7233 -4.8133
C 0.2150 0.3325 4.7421
C -1.1905 1.7591 -5.7604
C 3.4545 0.3684 2.7579
H -3.1081 -0.6171 -4.2908
C 1.3477 -0.0833 4.0613
H 3.8925 1.2096 2.2161
H 4.2001 -0.0472 3.4419
O 1.4547 -2.8255 2.0567
C -2.0514 1.3291 6.1259
C 0.8491 2.6150 4.3564
*
```

=====

This record from OMol25 describes the ion C3H5N2 with charge +1 in a non-equilibrium geometry. The level of theory is ωB97M-V/def2-TZVPD.

Results
Relative energy (zero: lowest compared OMol25 entry of this formula, charge and spin) ... 9.073 eV
Frontier orbital gap ... 0.3295 Ha
LUMO energy ... -7.02 eV
E_HOMO ... -0.5874 Ha

ORCA input file:
```
! RIJCOSX wB97M-V def2-TZVPD def2/J DEFGRID3
* xyz 1 1
H -1.4157 1.4948 -0.1396
N -0.1157 -0.4142 -0.0389
C 1.0115 0.0729 0.6821
H 1.5531 -1.5008 -0.5778
C -1.6227 -0.6721 0.3361
N 1.2695 -0.5677 -0.6603
H -1.8995 0.3950 -1.4188
C -1.3457 0.4361 -0.4745
H 1.3965 -0.4508 1.5624
H 1.1688 1.2069 0.7292
*
```

=====

This record from OMol25 describes a cluster of 4 separate species, C21H21BrNO12 in total. The level of theory is ωB97M-V/def2-TZVPD.

Results
Frontier orbital gap ... 0.2645 Ha
LUMO energy ... -3.74 eV
E_HOMO ... -0.4021 Ha

ORCA input file:
```
! RIJCOSX wB97M-V def2-TZVPD def2/J DEFGRID3
* xyz 1 1
O -0.6925 2.3665 1.2068
H -3.6355 0.3370 -7.4154
O -2.5115 -4.8236 -1.2978
O -2.3386 -3.7067 -4.1154
C -4.5670 -0.7026 -5.6859
O 1.1902 2.0612 2.8161
C 3.9969 0.6959 2.6374
H 0.9487 -3.5877 1.2118
O -5.1390 0.2340 -6.2130
C -2.2656 -2.5065 -0.9276
N 5.4546 -0.0922 4.4802
C 0.9241 3.3338 2.5424
O -0.4675 -5.5488 0.0630
C -1.5142 -1.5704 -0.3233
H 3.3488 0.0214 4.5931
O 0.3869 -1.0409 1.0007
C 0.0757 -3.3283 0.6302
H 3.1168 1.3087 2.4551
C -2.9361 -2.8054 -4.6786
C 3.7774 -0.6413 1.9232
C 1.5837 4.3954 3.0152
C -0.0556 5.8156 1.6449
H 2.6891 -0.8112 1.8834
O -4.6338 -3.2409 -3.0815
H 6.2362 0.5323 4.2620
C -0.6846 -4.2600 0.0219
O -2.8924 -0.2874 -7.2985
C -0.2431 3.4447 1.5715
C -4.3063 -2.4698 -4.0995
H -1.1657 -5.9742 -0.4749
O -0.3618 7.0519 1.3506
H -3.9145 -3.9011 -2.9691
H -1.4819 -2.3078 -6.2194
O -1.7832 -0.2902 -0.4004
H 4.2354 -1.5054 2.4222
C -0.7021 4.7345 1.1659
C 4.1563 0.6070 4.1464
H -1.5396 4.8040 0.4863
H 4.2042 1.5860 4.6261
H -3.1462 -2.2673 -1.5045
H -6.0326 -1.2170 -4.1585
O 1.6407 6.7556 2.9372
C -0.2780 -1.9455 0.4961
H 0.2641 7.6353 1.8206
C -3.2122 -1.0606 -6.2855
H 0.5109 1.5466 2.3193
C 1.1357 5.7090 2.5917
H 2.4175 4.3339 3.7003
H -1.1477 0.2287 0.1182
C -2.4462 -2.0538 -5.8031
C -1.9091 -3.8890 -0.8005
C -5.0659 -1.4684 -4.5710
H 5.5713 -0.9143 3.8847
H 4.1587 -0.6165 0.9025
H 5.5197 -0.3855 5.4519
Br 5.5262 1.6814 1.9446
*
```

=====

This record from OMol25 describes a structure of composition C12H7Cl3CrI2N5O4S. The level of theory is ωB97M-V/def2-TZVPD.

Results
Relative energy (zero: lowest compared OMol25 entry of this formula, charge and spin) ... 1.817 eV
⟨S²⟩ ... 3.816
Frontier orbital gap (spin up / spin down) ... 0.2800 / 0.2124 Ha
LUMO energy (spin up / spin down) ... -0.41 / -1.21 eV
E_HOMO (spin up / spin down) ... -0.2949 / -0.2567 Ha

ORCA input file:
```
! RIJCOSX wB97M-V def2-TZVPD def2/J DEFGRID3
* xyz 0 4
O 1.6725 -1.3325 -0.8391
C 0.1460 4.5879 -1.2170
H -0.7015 -1.9089 4.3459
C -0.5453 -1.5170 3.3489
I 1.2162 -4.0582 4.7524
O -2.6643 0.3295 -3.6257
N 0.8069 0.1155 -3.2086
C 2.2731 -3.5946 1.9951
H 2.9223 -4.4167 2.2619
C 1.3430 -3.1405 2.8855
O -1.3994 0.1231 -1.7696
O -3.6081 2.8029 0.9337
N -0.4216 0.4796 -3.8031
C 0.4862 -2.0637 2.5367
H -1.8926 1.0786 0.0086
H -2.1429 -0.1274 3.4917
H -0.5220 0.3153 -4.7930
C 0.6459 -1.4878 1.2761
Cr 0.4143 0.0934 -1.1058
I 3.8150 -3.7439 -0.6081
C 1.6171 -1.9455 0.3356
Cl -1.4920 4.9064 -1.7535
C -1.3443 -0.5268 2.8819
C -1.6025 0.3013 -3.0505
H 1.1185 -0.8089 -3.5000
C 0.2797 3.1363 -1.1212
N -0.1395 -0.4489 0.8204
N 0.3790 1.9910 -1.0493
H 1.5119 0.7941 -3.4761
Cl 1.3352 5.2206 -2.3841
C -1.1285 -0.0231 1.5684
Cl 0.4543 5.3171 0.3671
N -1.9511 0.9329 1.0165
S -3.2870 1.6220 1.7610
C 2.4056 -3.0029 0.7171
*
```

=====

This record from OMol25 describes an isolated molecule of C18H29Cl in a non-equilibrium geometry. The level of theory is ωB97M-V/def2-TZVPD.

Results
Relative energy (zero: lowest compared OMol25 entry of this formula, charge and spin) ... 0.097 eV
SMILES string ... CCc1ccc(CC[C@H](C)CCCC(C)(C)Cl)cc1
Frontier orbital gap ... 0.3488 Ha
LUMO energy ... 0.80 eV
E_HOMO ... -0.3195 Ha

ORCA input file:
```
! RIJCOSX wB97M-V def2-TZVPD def2/J DEFGRID3
* xyz 0 1
H 2.7521 0.5890 1.0248
H 0.1534 2.3430 3.0872
H 2.7975 -5.0020 2.6958
C 0.9625 2.8815 0.7544
H -4.3855 0.5982 -3.7000
H 3.4087 -2.1234 0.6930
C 2.4513 -3.9557 2.4996
H 0.1132 0.6270 3.2430
H 1.5584 -1.1785 2.3641
Cl 0.4294 -4.2255 0.6197
H 1.6212 1.3568 3.2808
C -4.7425 -0.0336 -1.8058
C 0.7154 3.1391 -0.7667
H -3.8935 -0.5708 -1.4738
C 0.6308 1.4558 2.7984
H 1.6627 -3.6872 3.1640
H 2.5210 -5.6764 0.1327
H -1.7723 3.7890 0.0481
C -2.9959 2.5462 -1.2846
C -0.5883 2.5051 -1.1736
C 2.1096 -3.6516 0.9619
C 1.7709 0.3731 0.7277
H 0.8349 4.2437 -0.9751
H 2.2444 -2.1988 -0.6722
C -4.5033 1.0999 -2.7793
C 2.3443 -2.2203 0.4681
H -5.3353 -0.8014 -2.3222
H 3.1699 -3.1936 2.8078
H -3.8872 2.9369 -0.8868
C -0.7107 1.6962 -2.2921
H 0.2573 1.5177 -2.8398
H 0.4215 -1.2613 1.0136
H 1.7999 0.3188 -0.3445
H 0.3754 3.6529 1.3569
H 3.0137 -4.2160 -0.8710
H -0.2496 0.9633 1.0049
H 1.9688 3.0003 0.9234
C -3.2169 1.6913 -2.2729
H -1.9104 0.4392 -3.5513
H 3.9079 -4.5485 0.5027
C 1.4633 -1.1419 1.2390
H -5.3426 1.7075 -3.0254
C 2.9316 -4.6310 0.1046
H -5.2550 0.3609 -0.9254
H 1.4696 2.8216 -1.2993
C -1.7811 3.0319 -0.7020
C 0.6655 1.4015 1.2537
C -1.9559 1.2301 -2.8060
*
```